No. 1
Here is 2 unconnected molecules or ions with the total composition C35H42N5O2 from the OMol25 dataset. Energies are from ωB97M-V/def2-TZVPD.

Computed properties:
HOMO level ... -0.3490 Eh
E_LUMO ... -0.158 Eh
Max |F| ... 2.53 eV Å⁻¹
Orbital gap ... 5.2 eV
Spin multiplicity ... 1
Net charge ... +1
ΔE to the lowest compared entry with this formula, charge and spin ... 0.00 kcal/mol

Each line ends with the Mulliken charge.
Element x y z (Å)
C  -4.58  1.79  0.60  -0.424
C  1.90  1.95  -0.76  0.312
C  -5.02  -0.47  -0.17  0.100
C  2.48  0.74  0.00  0.744
C  5.10  1.30  1.78  -0.298
H  -2.23  -5.54  2.89  0.319
H  2.41  0.94  1.09  0.315
C  2.18  -2.86  -3.12  -0.389
H  -1.04  5.26  -0.68  0.482
C  -0.23  3.75  1.39  -1.465
H  3.86  -0.37  -2.44  0.558
H  -0.04  0.22  -0.71  0.189
H  0.83  -2.75  -4.83  0.419
C  -3.28  -4.45  0.39  -0.732
H  -0.76  -4.53  2.92  0.255
H  -1.69  3.68  -1.14  0.393
C  0.93  -2.81  -3.75  -0.686
C  5.00  0.77  0.49  0.762
N  -0.18  -2.86  -1.63  0.287
C  3.89  0.47  -0.36  0.410
H  8.47  1.80  1.86  0.390
C  -5.93  1.97  0.84  -0.746
H  3.10  -2.82  -3.70  0.467
H  1.86  -0.15  -0.20  -0.678
H  -5.08  -3.24  0.40  0.184
H  -2.07  2.38  0.16  -0.473
C  -2.58  -3.43  2.55  -0.670
H  6.41  -0.28  -2.24  0.232
C  1.83  5.59  0.00  -0.965
H  8.30  0.76  -0.45  0.394
C  -6.37  -0.30  0.12  -0.655
H  -7.90  1.06  0.84  0.390
C  -4.08  0.56  0.09  0.304
N  5.78  0.02  -1.50  -0.020
C  -1.44  -2.75  0.48  0.799
H  -4.32  -3.42  -1.20  0.212
C  -0.23  -2.82  -3.01  -0.126
C  1.05  -2.99  -0.99  -0.242
H  -2.26  -2.94  -1.57  0.275
O  3.76  3.56  -0.43  -0.682
H  -3.88  2.61  0.81  0.357
O  -0.63  -2.10  1.18  -0.745
H  -0.31  4.34  -2.04  0.397
H  6.45  2.09  3.25  0.390
N  0.51  2.20  -0.42  0.536
H  -0.49  4.79  1.60  0.477
H  -5.23  -4.77  -0.49  0.451
C  -2.68  0.36  -0.18  0.073
H  -2.65  -4.96  -0.36  0.343
C  7.51  1.49  1.46  -0.556
H  2.00  1.77  -1.85  0.133
C  0.22  3.61  -0.08  -0.013
H  2.88  5.78  -0.20  0.364
C  -4.55  -3.94  -0.26  -1.033
C  2.56  3.30  -0.46  0.407
H  1.03  -3.08  0.09  0.389
C  -1.37  -2.78  -0.95  -1.082
H  -3.54  -5.19  1.17  0.469
C  -1.82  -4.57  3.19  -1.071
H  -6.28  2.94  1.21  0.402
N  1.55  4.20  -0.26  0.335
H  -2.21  -2.46  2.92  0.334
H  1.21  6.23  -0.65  0.294
H  -1.23  -2.78  -3.43  0.388
C  2.21  -2.99  -1.73  -0.416
N  -2.49  -3.41  1.08  0.436
C  4.40  -0.03  -1.56  -0.907
C  6.36  1.66  2.26  -0.797
C  -6.84  0.92  0.62  -0.426
H  -4.66  -1.39  -0.62  0.281
H  -7.07  -1.12  -0.06  0.429
C  -1.75  1.38  -0.13  -0.153
H  -3.64  -3.52  2.78  0.424
H  1.60  5.86  1.04  0.332
C  6.18  0.54  -0.27  -0.596
H  -1.91  -4.47  4.27  0.393
H  4.19  1.42  2.36  0.389
C  -0.78  4.26  -1.05  -1.620
C  -0.40  1.21  -0.44  0.843
H  -1.10  3.13  1.61  0.388
H  3.15  -3.08  -1.19  0.381
H  0.59  3.43  2.06  0.361
H  -2.35  -0.64  -0.46  0.085
C  7.43  0.92  0.19  -0.802

---

No. 2
Here is a gas-phase ion, C35H42NO2Si2 (charge +1) from the OMol25 dataset. Energies are from ωB97M-V/def2-TZVPD.

Computed properties:
SMILES string ... C[Si](C)(C)O[N+](O[Si](C)(C)C)=C(C[C@H](C=C(c1ccccc1)c1ccccc1)c1ccccc1)c1ccccc1
HOMO level ... -0.3893 Eh
E_LUMO ... -0.180 Eh
Max |F| ... 4.24 eV Å⁻¹
Orbital gap ... 5.7 eV
Spin multiplicity ... 1
Net charge ... +1

Each line ends with the Mulliken charge.
Element x y z (Å)
H  -1.66  -1.23  -2.11  0.571
H  4.06  -0.58  -1.37  0.302
H  4.37  4.22  -2.21  0.295
H  2.98  5.36  -0.93  0.258
H  -1.21  5.98  -0.98  0.388
C  -0.30  -1.64  0.22  1.247
C  3.78  0.21  -2.08  -0.912
C  -2.53  1.86  -3.18  -1.193
C  0.79  -2.91  -3.78  -0.580
C  -0.04  -2.28  -1.16  -0.029
Si  0.68  4.39  -1.05  0.841
H  2.75  0.01  -2.44  0.137
H  4.46  0.12  -2.94  0.477
H  -0.11  -7.00  5.76  0.393
H  2.31  -4.13  -2.82  0.385
H  1.77  3.82  1.14  0.217
C  -0.75  -1.81  -2.27  -0.061
C  -0.19  -5.20  2.85  -0.481
C  4.16  3.23  -2.64  -1.097
C  -3.60  -0.05  2.54  -0.917
C  -1.24  1.62  -2.72  0.159
O  2.37  2.21  -0.55  -0.348
H  3.30  3.32  -3.32  0.276
C  -0.98  5.06  -1.54  -1.010
C  -0.99  1.37  -1.36  1.566
H  1.39  -0.58  -0.09  0.470
C  2.07  5.53  -1.52  -1.238
H  6.14  1.92  -0.35  0.382
C  -4.69  -2.10  3.21  -0.822
H  -3.64  1.02  2.32  0.550
C  0.43  -0.06  0.11  -1.379
C  -0.95  -5.03  5.54  -0.721
C  0.31  1.03  -0.90  -0.829
C  -0.15  -2.62  1.36  -1.473
H  5.12  3.14  0.42  0.315
H  0.51  -7.17  3.35  0.391
H  -5.57  -2.65  3.56  0.402
H  -2.67  2.07  -4.23  0.508
C  -0.28  -2.05  -3.57  -0.641
C  -0.32  -6.19  5.08  -0.420
H  0.74  -3.25  1.34  0.737
C  0.75  3.97  0.77  -0.843
C  -2.10  1.35  -0.45  -0.167
H  -4.62  1.98  -2.66  0.453
H  1.52  -3.65  -0.51  0.274
H  0.35  4.83  1.33  0.556
O  0.79  2.95  -2.03  -0.431
H  -0.73  -1.50  -4.40  0.428
H  0.12  3.10  1.05  0.144
H  0.15  -5.27  1.82  0.533
N  1.33  1.77  -1.49  0.722
C  -1.24  -3.99  4.66  -0.138
H  4.93  1.43  0.86  0.315
H  -1.00  5.30  -2.61  0.304
C  -3.38  1.59  -0.93  -0.875
C  1.43  -3.49  -2.68  -0.666
C  -3.61  1.83  -2.28  -0.649
C  -4.75  -0.74  2.93  -0.634
H  -1.73  -3.09  5.04  0.459
C  -2.32  -2.12  2.57  0.088
H  0.31  0.41  1.16  0.514
Si  3.86  1.92  -1.33  0.476
H  2.32  5.44  -2.59  0.345
H  -0.39  1.56  -3.41  0.549
H  1.21  -3.02  -4.76  0.398
H  -1.34  -1.20  0.25  0.370
H  -5.69  -0.20  3.03  0.409
C  0.05  -6.27  3.73  -0.673
C  -3.50  -2.79  3.00  -0.195
H  1.77  6.57  -1.34  0.432
C  1.00  -3.19  -1.37  -0.518
H  -1.43  -0.20  2.24  0.934
H  5.03  2.95  -3.25  0.495
H  -1.79  4.34  -1.33  0.223
H  -3.46  -3.87  3.20  0.554
C  -2.38  -0.73  2.40  -0.397
C  5.12  2.12  0.03  -1.149
H  -1.24  -4.94  6.59  0.372
C  -0.84  -4.03  3.30  -0.288
H  -1.89  1.16  0.60  0.340
H  -4.21  1.58  -0.21  0.425
C  -1.03  -2.86  2.38  0.398

---

No. 3
Here is a molecular structure, C35H43BrFIN7PReS from the OMol25 dataset. Energies are from ωB97M-V/def2-TZVPD.

Computed properties:
Expectation value of S² ... 0.76
HOMO level (alpha / beta) ... -0.4521 / -0.4521 Eh
E_LUMO (alpha / beta) ... -0.253 / -0.240 Eh
Max |F| ... 0.58 eV Å⁻¹
Orbital gap (alpha / beta) ... 5.4 / 5.8 eV
Spin multiplicity ... 2
Net charge ... +2
ΔE to the lowest compared entry with this formula, charge and spin ... 45.12 kcal/mol

Each line ends with the Löwdin spin population.
Element x y z (Å)
C  5.11  0.23  1.35  -0.002
C  -0.41  -4.05  -4.81  0.000
C  -1.09  -0.73  2.96  -0.002
C  1.46  4.61  0.46  0.001
C  -2.30  -3.35  -3.36  0.000
H  2.77  -0.30  4.86  0.000
C  2.43  4.18  1.37  0.001
H  0.05  -3.41  2.50  0.000
N  -1.64  -4.29  -4.05  0.000
N  1.58  2.30  0.34  0.005
C  0.95  0.13  -2.89  0.001
H  -3.93  -2.97  -2.29  0.000
H  -1.42  -1.49  2.25  0.000
C  -4.52  1.86  0.10  0.000
C  -3.90  3.74  2.04  0.000
C  2.64  2.74  1.16  0.016
H  -0.12  3.62  -3.91  0.000
S  -1.73  -1.76  -3.19  0.000
H  0.74  -0.47  -4.92  0.000
N  0.51  3.44  -1.49  -0.004
H  1.47  7.88  1.18  0.000
H  4.80  -2.70  -0.28  0.000
H  -4.01  -6.96  -1.89  0.000
H  -4.77  1.13  -0.66  0.000
H  0.22  -3.39  -4.22  0.000
F  0.50  -1.22  -0.43  0.091
H  0.37  6.27  -0.37  0.000
C  0.17  2.61  -3.66  -0.002
C  3.30  -1.21  -0.06  0.002
C  -2.91  2.89  1.55  0.000
H  -2.43  -6.22  -2.06  0.000
C  0.50  2.33  -2.34  0.003
H  -3.54  -5.63  -0.83  0.000
H  3.17  7.13  2.78  0.000
H  -4.04  -5.42  -3.86  0.000
C  -5.51  2.71  0.59  0.000
C  -1.31  -1.19  4.40  -0.001
H  0.85  -2.93  1.01  0.000
Br  -1.17  3.07  2.26  0.002
H  1.21  -0.86  -2.54  0.000
C  4.56  -1.73  0.13  -0.002
H  0.00  1.81  -5.65  0.000
H  -0.73  -2.08  4.64  0.000
N  0.86  1.09  -1.95  -0.001
C  1.00  -3.11  2.07  0.000
C  -3.48  -6.02  -1.85  0.000
C  -4.08  -5.03  -2.84  0.000
C  1.56  -1.89  2.80  0.000
N  2.92  -0.01  0.42  0.000
H  2.03  1.46  3.30  0.000
C  5.49  -1.00  0.87  0.000
C  1.06  3.45  -0.35  0.018
H  2.07  1.04  5.75  0.000
N  -3.47  -3.71  -2.80  0.000
H  5.78  0.86  1.91  0.000
H  -1.15  -2.49  -6.10  0.000
H  -5.14  -4.89  -2.63  0.000
H  -2.06  -5.19  -4.15  0.000
H  1.57  -2.06  3.87  0.000
H  3.84  4.73  2.90  0.000
H  0.09  -5.01  -4.89  0.000
H  0.26  -3.35  -6.73  0.000
C  1.27  0.85  3.77  0.003
Re  0.89  0.55  0.18  0.882
C  -5.19  3.65  1.56  0.000
H  -2.36  -1.44  4.55  0.000
C  1.73  6.83  1.22  0.000
C  2.70  6.40  2.13  0.000
H  0.43  1.51  3.99  0.000
H  1.15  -0.44  5.54  0.000
H  -1.68  0.17  2.76  0.000
P  0.63  -0.34  2.52  -0.004
C  3.83  0.73  1.10  0.003
C  -0.68  -3.46  -6.19  0.000
H  -5.95  4.31  1.95  0.000
C  3.07  5.07  2.21  0.001
C  -3.22  1.95  0.58  0.001
C  0.67  0.35  -4.22  -0.002
H  6.48  -1.39  1.05  0.000
N  3.61  2.03  1.56  -0.004
C  1.11  5.94  0.36  0.001
H  -1.05  -0.41  5.12  0.000
H  -6.51  2.63  0.21  0.000
C  1.84  0.24  5.05  0.000
H  -1.33  -4.11  -6.77  0.000
I  -1.93  0.56  -0.33  -0.007
H  2.55  -1.77  -0.60  0.000
H  1.69  -3.95  2.18  0.000
C  0.26  1.61  -4.62  0.000
H  -3.64  4.47  2.80  0.000
H  2.61  -1.70  2.52  0.000

---

No. 4
Here is a molecular structure, C35H43Cl3N2O2OsSbSi2 from the OMol25 dataset. Energies are from ωB97M-V/def2-TZVPD.

Computed properties:
Expectation value of S² ... 6.02
HOMO level (alpha / beta) ... -0.3781 / -0.4238 Eh
E_LUMO (alpha / beta) ... -0.109 / -0.185 Eh
Max |F| ... 0.41 eV Å⁻¹
Orbital gap (alpha / beta) ... 7.3 / 6.5 eV
Spin multiplicity ... 5
Net charge ... +1
ΔE to the lowest compared entry with this formula, charge and spin ... 9.48 kcal/mol

Each line ends with the Löwdin spin population.
Element x y z (Å)
O  0.93  -1.91  -2.14  0.121
Sb  0.71  0.24  1.53  0.053
C  -1.59  0.41  3.53  0.001
H  2.29  2.14  -2.01  0.001
C  3.35  -1.85  -2.27  0.001
C  -0.12  -1.48  3.93  0.002
H  -1.17  1.05  -5.58  0.000
H  1.78  3.15  0.00  0.000
H  2.52  2.49  5.73  0.000
Cl  4.61  -1.06  -1.34  0.002
H  -3.13  -0.01  -6.57  0.003
C  -0.50  -0.39  3.15  0.014
C  2.20  2.71  4.72  0.000
H  0.44  -3.52  1.69  0.000
H  2.50  3.40  -3.21  0.000
H  -2.04  -3.56  -1.95  0.000
H  0.91  0.63  -5.87  0.000
H  2.28  0.57  -4.76  0.000
C  1.41  3.25  2.09  0.000
H  5.61  -0.92  2.72  0.000
O  1.92  -0.09  -1.45  0.029
H  0.37  -2.34  0.38  0.014
H  2.49  4.83  4.89  0.000
C  -2.92  -3.53  -1.31  0.004
H  -3.15  0.66  4.97  0.000
H  -2.80  -4.29  -0.54  0.000
H  3.34  -4.28  1.36  0.000
N  -0.47  0.85  -2.95  0.329
C  1.75  2.85  -2.63  0.004
H  0.05  4.21  -4.86  0.000
H  -2.50  -1.30  6.31  0.000
H  1.79  0.67  4.27  0.000
H  -1.50  -2.17  1.41  0.001
N  -2.06  -0.69  -1.45  0.262
C  1.80  1.68  3.89  -0.001
C  1.02  -3.06  0.88  0.016
C  3.58  -0.53  2.17  0.002
Si  0.57  2.07  -3.82  0.031
C  2.19  4.01  4.25  0.000
C  -4.85  -1.17  -0.47  0.006
H  -1.30  3.14  -5.16  0.001
Cl  3.61  -1.56  -4.01  0.001
H  5.44  -3.34  2.22  0.000
C  -1.99  1.61  2.73  0.002
H  3.66  0.53  2.41  0.000
Cl  3.33  -3.58  -1.96  0.002
C  1.97  -1.26  -1.93  0.015
H  0.95  4.62  0.50  0.000
H  -3.78  -3.82  -1.91  0.001
C  -1.82  0.45  -4.96  0.046
Os  -0.18  -0.04  -1.15  2.459
C  -1.53  0.28  -3.58  0.140
C  -1.94  -1.05  5.43  0.000
C  1.79  4.28  2.95  0.000
C  -3.76  -0.95  -4.73  0.117
C  4.68  -1.34  2.36  0.001
C  -2.91  -0.14  -5.52  0.076
H  1.23  3.57  -2.02  0.000
C  -2.39  -0.54  -2.78  0.149
H  -0.55  -2.67  5.66  0.000
C  -2.55  -1.96  1.25  0.003
C  1.52  1.22  -5.19  0.008
C  2.38  -1.06  1.71  0.011
C  1.03  3.55  0.68  0.005
H  -5.50  -1.49  -1.28  0.000
H  -2.99  1.95  3.02  0.000
H  -1.10  3.86  -3.57  0.000
H  -1.30  2.44  2.89  0.000
C  -2.30  0.06  4.67  0.001
H  1.78  5.30  2.59  0.000
H  -3.11  -2.79  1.68  0.000
H  -4.62  -1.42  -5.18  0.005
H  1.25  -3.84  0.15  0.001
H  0.06  3.10  0.41  0.006
C  -0.56  3.42  -4.42  0.004
C  2.28  -2.42  1.40  0.002
C  3.40  -3.22  1.60  0.001
C  4.59  -2.70  2.08  0.000
H  -5.32  -1.47  0.46  0.000
H  -2.81  -1.08  1.83  0.000
H  -4.16  -1.78  -2.84  -0.002
C  -3.50  -1.15  -3.40  0.018
H  0.75  -2.06  3.66  0.000
Si  -3.10  -1.84  -0.50  0.029
C  -0.85  -1.82  5.06  0.001
C  1.41  1.95  2.58  -0.006
H  -4.82  -0.08  -0.48  0.000
H  2.03  1.99  -5.77  0.001
H  -2.02  1.40  1.66  0.004

---

No. 5
Here is a molecular structure, C35H43ClEuP2Si2 from the OMol25 dataset. Energies are from ωB97M-V/def2-TZVPD.

Computed properties:
Expectation value of S² ... 12.11
HOMO level (alpha / beta) ... -0.3398 / -0.3552 Eh
E_LUMO (alpha / beta) ... -0.129 / -0.140 Eh
Max |F| ... 8.62 eV Å⁻¹
Orbital gap (alpha / beta) ... 5.7 / 5.8 eV
Spin multiplicity ... 7
Net charge ... +1
ΔE to the lowest compared entry with this formula, charge and spin ... 36.30 kcal/mol

Each line ends with the Löwdin spin population.
Element x y z (Å)
H  2.07  -1.36  3.33  0.000
C  1.96  -4.03  -8.57  0.001
C  1.89  2.14  0.63  0.035
C  -0.77  -1.25  -4.29  0.002
C  -1.55  2.03  -7.42  0.003
C  1.00  2.01  1.86  0.007
C  -0.47  3.62  -0.44  0.039
C  -2.08  -1.25  -1.00  -0.005
H  -0.94  3.96  -1.37  0.002
H  -1.28  2.84  -3.59  0.001
H  0.04  1.53  1.61  0.000
H  -0.99  -1.24  0.96  0.000
C  0.70  -2.40  -7.30  -0.003
C  0.10  -2.42  -4.43  0.000
C  3.52  1.15  3.01  0.001
C  1.05  0.36  -3.90  0.018
H  -2.54  2.49  -7.35  0.000
C  -1.47  4.51  -4.93  -0.001
C  0.63  3.40  -4.46  0.025
C  0.55  5.26  -6.03  0.000
C  1.86  -3.16  -7.48  -0.001
H  -0.76  3.58  -8.70  0.000
C  -0.83  5.38  -5.82  0.009
C  1.54  -2.07  -4.40  0.136
H  -2.22  -0.19  -1.20  0.000
C  1.44  -0.70  2.73  0.001
C  2.24  4.58  -0.99  0.028
H  1.99  0.45  -7.61  0.000
C  -0.75  3.52  -4.26  0.011
H  4.02  0.50  3.75  0.000
Eu  0.25  -2.42  -2.06  4.797
H  2.11  1.14  0.20  0.005
H  -1.85  -1.40  -4.39  0.000
Cl  2.13  -1.12  -0.84  -0.008
H  2.85  2.61  0.89  0.003
Si  1.65  2.14  -3.57  0.232
H  3.00  2.46  -3.59  0.018
C  -0.01  0.28  -6.79  0.004
C  1.86  -0.66  -4.56  0.074
C  -0.24  -3.36  -9.32  0.000
H  3.85  2.18  3.18  0.000
H  -1.25  -1.88  -8.10  0.000
P  1.22  3.12  -0.74  0.300
H  1.05  5.92  -6.72  0.000
H  1.76  5.44  -0.49  0.006
C  -2.57  -2.34  -1.80  -0.005
C  0.72  2.08  -8.24  0.002
H  2.85  -0.38  -4.92  0.004
H  2.69  -3.08  -6.77  0.000
H  1.51  2.56  -8.82  0.000
Si  0.47  -1.27  -5.76  0.010
H  -2.48  -4.56  -1.49  0.000
H  2.35  4.16  -5.53  0.002
C  -2.22  -3.56  -1.15  -0.003
H  0.39  -0.96  2.90  0.000
C  -1.28  0.85  -6.72  0.001
H  -3.14  -2.24  -2.72  0.000
H  1.68  -0.82  1.66  0.000
H  2.30  -2.84  -4.53  0.009
C  1.27  4.27  -5.36  0.014
H  -1.06  -3.42  -10.04  0.000
C  0.99  0.89  -7.55  0.001
C  -1.52  -3.23  0.06  -0.004
H  3.79  0.83  2.00  0.000
H  -2.55  4.59  -4.77  0.000
H  -1.40  6.14  -6.35  0.001
P  1.71  1.04  3.30  0.005
C  -0.55  2.65  -8.18  0.001
H  1.19  2.10  -2.00  0.089
C  -1.44  -1.81  0.15  -0.002
H  1.00  -4.81  -10.34  0.000
H  2.34  4.80  -2.06  0.004
H  -1.15  -3.94  0.80  0.000
H  -0.95  0.56  -3.06  0.006
H  -0.28  -3.44  -4.55  0.002
C  -0.35  -2.49  -8.23  -0.001
C  0.92  -4.13  -9.49  -0.001
H  2.86  -4.63  -8.70  0.000
H  -2.08  0.40  -6.12  0.001
H  0.79  3.00  2.29  0.000
H  3.24  4.42  -0.56  0.000
H  -1.06  2.79  -0.03  0.000
H  -0.47  4.46  0.28  0.012
C  -0.27  -0.05  -3.65  0.114

---

E_tot, respectively: -1782.91504 -2142.82536 -5531.81705 -3909.81446 -3791.21107 Ha.